# 1
95
Properties=species:S:1:pos:R:3:lowdin_charge:R:1 method="wB97M-V/def2-TZVPD" homo_energy_ev="-9.85 / -10.63" spin_multiplicity=3 e_tot_ha=-3593.0513 largest_force_ev_per_a=0.33 charge=+1 de_lowest_kj_mol=5.0 orbital_gap_ev="7.79 / 7.02" s_squared=2.0092
Pt 0.364 -0.645 -0.237 0.830
C 1.267 2.134 -4.465 -0.068
C 1.432 2.062 -2.956 -0.265
N 0.241 2.517 -2.240 0.016
C -0.832 1.776 -1.992 -0.711
S -0.819 0.072 -2.311 0.697
N -1.893 2.356 -1.442 0.025
C -3.167 1.710 -1.148 -0.269
C -4.128 1.774 -2.324 -0.072
H 2.180 1.790 -4.953 0.080
H 1.071 3.156 -4.792 0.079
H 0.445 1.498 -4.792 0.065
H 2.250 2.695 -2.611 0.110
H 1.641 1.040 -2.644 0.055
H 0.250 3.472 -1.911 0.141
H -1.820 3.339 -1.224 0.148
H -3.582 2.218 -0.276 0.119
H -2.963 0.678 -0.872 0.055
H -4.325 2.805 -2.619 0.079
H -5.078 1.310 -2.057 0.080
H -3.715 1.240 -3.180 0.070
C 2.642 -3.163 0.157 -0.478
P 2.433 -1.583 -0.724 0.886
C 2.913 -1.820 -2.448 -0.378
C 1.955 -1.810 -3.455 -0.119
C 2.333 -2.016 -4.775 -0.057
C 3.666 -2.233 -5.089 -0.062
C 4.629 -2.238 -4.086 -0.064
C 4.257 -2.027 -2.769 -0.096
C 3.756 -0.532 -0.042 -0.361
C 4.116 0.610 -0.754 -0.099
C 5.055 1.492 -0.249 -0.062
C 5.651 1.240 0.979 -0.063
C 5.309 0.101 1.691 -0.067
C 4.365 -0.783 1.185 -0.088
P 1.386 -4.554 0.044 1.062
C 2.248 -5.734 -1.051 -0.407
C 2.064 -7.087 -0.775 -0.104
C 2.670 -8.058 -1.561 -0.075
C 3.475 -7.684 -2.626 -0.075
C 3.672 -6.338 -2.906 -0.069
C 3.061 -5.371 -2.126 -0.104
C 0.058 -3.891 -1.032 -0.412
C -0.955 -3.167 -0.388 -0.200
C -2.059 -2.704 -1.095 -0.146
C -2.172 -2.971 -2.452 -0.109
C -1.187 -3.710 -3.091 -0.067
C -0.080 -4.168 -2.388 -0.087
H 2.649 -2.882 1.211 0.020
H 3.631 -3.558 -0.088 0.066
H 0.916 -1.645 -3.210 0.026
H 1.583 -2.008 -5.555 0.112
H 3.960 -2.393 -6.118 0.110
H 5.670 -2.401 -4.332 0.112
H 5.011 -2.021 -1.991 0.118
H 3.659 0.815 -1.714 0.095
H 5.310 2.382 -0.808 0.114
H 6.384 1.929 1.378 0.110
H 5.777 -0.107 2.644 0.111
H 4.106 -1.655 1.767 0.098
H 1.447 -7.381 0.065 0.097
H 2.519 -9.105 -1.335 0.107
H 3.953 -8.440 -3.235 0.107
H 4.301 -6.042 -3.736 0.106
H 3.216 -4.326 -2.362 0.076
H -0.923 -3.051 0.692 0.093
H -2.835 -2.153 -0.581 0.099
H -3.034 -2.620 -3.004 0.110
H -1.281 -3.938 -4.145 0.113
H 0.672 -4.751 -2.902 0.102
C -1.544 1.858 3.816 -0.065
C -2.582 1.049 3.032 -0.179
C -1.971 0.368 1.897 -0.131
N -1.464 -0.126 0.998 0.118
H -2.025 2.323 4.674 0.086
H -1.116 2.639 3.189 0.070
H -0.742 1.214 4.175 0.082
H -3.369 1.696 2.640 0.123
H -3.058 0.292 3.657 0.128
O -0.044 3.312 0.770 -0.308
S 1.289 2.756 0.787 0.643
O 2.207 3.264 -0.196 -0.286
N 1.218 1.122 0.777 -0.177
C 1.568 0.574 1.964 -0.566
O 1.425 -0.633 2.182 -0.018
C 2.089 1.581 2.929 -0.149
C 2.609 1.373 4.192 0.006
C 3.028 2.485 4.912 -0.045
C 2.924 3.767 4.377 -0.047
C 2.399 3.975 3.105 -0.017
C 1.989 2.857 2.409 -0.215
H 2.686 0.371 4.594 0.128
H 3.444 2.357 5.903 0.113
H 3.259 4.615 4.958 0.114
H 2.321 4.967 2.683 0.127

***

# 2
109
Properties=species:S:1:pos:R:3:lowdin_charge:R:1 method="wB97M-V/def2-TZVPD" homo_energy_ev=-8.93 e_tot_ha=-5378.8247 largest_force_ev_per_a=1.95 charge=+1 orbital_gap_ev=1.27
C 2.426 -2.779 2.287 -0.013
C 3.335 -1.844 1.507 -0.196
C 4.475 -1.382 2.156 -0.027
C 5.392 -0.560 1.511 -0.069
C 5.136 -0.195 0.200 -0.073
C 3.987 -0.611 -0.444 -0.058
C 3.077 -1.451 0.195 -0.160
C 1.911 -1.882 -0.642 -0.044
O 0.597 -1.806 0.025 -0.019
C -0.138 -0.855 -0.540 -0.461
O -0.759 -1.038 -1.541 0.167
C -0.212 0.494 0.117 0.012
C -0.148 1.621 -0.695 0.080
C -0.204 2.864 -0.117 0.003
N -0.309 2.995 1.208 0.124
C -0.390 1.931 2.023 0.044
C -0.354 0.655 1.501 -0.084
C -0.454 -0.505 2.464 -0.092
C -1.906 -0.917 2.778 -0.204
C -2.651 -1.660 1.656 -0.282
C -1.978 -2.920 1.175 -0.239
S -3.025 -4.277 1.693 0.351
O -3.520 -4.981 0.559 -0.298
O -4.040 -3.758 2.594 -0.480
Cl -1.717 -5.406 2.643 0.581
H 2.084 -2.223 3.160 0.059
H 2.958 -3.655 2.650 0.100
H 1.560 -3.129 1.731 0.062
H 4.648 -1.683 3.181 0.125
H 6.262 -0.247 2.059 0.102
H 5.861 0.432 -0.305 0.101
H 3.804 -0.276 -1.460 0.008
H 1.842 -1.261 -1.535 0.123
H 2.057 -2.907 -0.979 0.150
H -0.061 1.507 -1.768 0.140
H -0.148 3.751 -0.728 0.151
H -0.351 3.910 1.639 0.187
H -0.469 2.086 3.088 0.158
H -0.016 -0.155 3.402 0.101
H 0.135 -1.361 2.157 0.097
H -2.457 0.021 2.954 0.095
H -1.905 -1.453 3.737 0.102
H -2.818 -0.960 0.836 0.132
H -3.667 -1.985 2.004 -0.093
H -1.922 -2.942 0.089 0.112
H -0.968 -3.081 1.539 0.083
C 2.184 0.426 6.736 0.070
N 1.947 0.020 5.323 -0.423
O 1.412 -1.044 5.126 0.091
O 2.310 0.792 4.448 0.028
H 1.811 -0.357 7.384 0.106
H 3.256 0.560 6.861 0.105
H 1.653 1.359 6.900 0.101
N -0.717 -4.202 5.842 -0.654
O -0.878 -4.910 6.838 -0.029
O -1.662 -3.491 5.412 -0.152
O 0.376 -4.188 5.233 -0.093
Al -4.655 -1.630 3.488 1.078
C 5.682 4.487 4.724 -0.021
C 6.149 3.147 4.213 -0.328
C 5.057 2.258 3.670 -0.102
O 5.609 0.951 3.872 0.010
C 6.460 1.035 4.932 -0.552
O 6.945 0.100 5.475 0.180
O 6.668 2.332 5.277 0.091
H 6.493 5.003 5.237 0.091
H 5.335 5.112 3.901 0.090
H 4.872 4.368 5.445 0.088
H 6.950 3.284 3.480 0.161
H 4.851 2.428 2.614 0.140
H 4.126 2.329 4.234 0.110
C -9.414 -3.148 2.974 -0.058
C -8.762 -1.918 3.413 -0.286
N -8.263 -0.945 3.757 0.115
H -8.730 -3.988 3.082 0.085
H -10.299 -3.330 3.580 0.090
H -9.708 -3.057 1.931 0.086
C 5.260 1.889 -3.705 -0.986
Cl 4.121 0.547 -3.597 0.612
Cl 4.466 3.448 -3.417 0.488
H 6.038 1.757 -2.961 0.019
H 5.694 1.898 -4.697 0.027
C -3.081 -0.520 -3.267 -0.048
C -4.453 -0.452 -3.496 -0.038
C -4.932 0.099 -4.676 0.011
C -4.038 0.588 -5.623 -0.077
C -2.664 0.534 -5.377 -0.073
C -2.194 -0.030 -4.204 0.011
C -1.689 1.087 -6.350 -0.246
O -0.493 1.035 -6.150 0.121
C -2.211 1.714 -7.591 -0.036
C -1.294 2.294 -8.501 0.065
C -1.742 2.874 -9.667 -0.014
C -3.107 2.883 -9.956 -0.109
C -4.029 2.309 -9.046 -0.109
C -3.567 1.730 -7.857 -0.055
C -4.554 1.160 -6.896 -0.268
O -5.736 1.170 -7.152 0.136
H -2.699 -0.958 -2.363 0.075
H -5.148 -0.829 -2.757 0.109
H -5.995 0.151 -4.863 0.126
H -1.129 -0.085 -4.020 0.092
H -0.237 2.283 -8.271 0.136
H -1.040 3.318 -10.357 0.124
H -3.450 3.336 -10.868 0.053
H -5.096 2.326 -9.238 0.022
Cl -5.147 1.896 -11.229 0.332
O 1.509 0.435 -4.354 -0.270
H 0.619 0.207 -4.661 -0.107